Record 1
Molecular formula: C18H21N2
Method: DFT, ωB97M-V/def2-TZVPD

Last columns: bonded neighbours and bond lengths (Å).
CARTESIAN COORDINATES (ANGSTROEM)
1 C -2.4012 -1.5966 -1.4974  N2 1.456, H6 1.097, H7 1.096, H8 1.110
2 N -2.3808 -2.5812 -0.4256  C1 1.456, C3 1.452, N4 1.396
3 C -1.0664 -2.8331 0.1374  N2 1.452, H9 1.095, H10 1.107, H11 1.095
4 N -3.2837 -2.3104 0.6045  N2 1.396, C5 1.282
5 C -4.5259 -2.5935 0.4640  N4 1.282, H12 1.099, H13 1.105
6 H -1.8050 -1.9874 -2.3316  C1 1.097
7 H -3.4309 -1.4456 -1.8413  C1 1.096
8 H -1.9626 -0.6225 -1.1954  C1 1.110
9 H -0.4164 -3.2317 -0.6480  C3 1.095
10 H -0.6020 -1.9227 0.5621  C3 1.107
11 H -1.1721 -3.5837 0.9271  C3 1.095
12 H -5.2096 -2.3546 1.2907  C5 1.099
13 H -4.9417 -3.1180 -0.4151  C5 1.105
14 C -0.3695 1.0802 0.8167  C15 1.436, C21 1.394, H29 1.093
15 C -0.2865 0.7276 2.2066  C14 1.436, C16 1.425, C20 1.427
16 C -1.4382 0.7827 3.0441  C15 1.425, C17 1.389, H30 1.094
17 C -1.3654 0.4608 4.3934  C16 1.389, C18 1.405, H31 1.092
18 C -0.1434 0.0712 4.9677  C17 1.405, C19 1.402, H32 1.091
19 C 1.0075 0.0214 4.1688  C18 1.402, C20 1.393, H33 1.091
20 C 0.9453 0.3398 2.8138  C15 1.427, C19 1.393, H34 1.090
21 C 0.7331 1.2199 -0.0254  C14 1.394, C22 1.393, H35 1.090
22 C 0.6773 1.5504 -1.3778  C21 1.393, C23 1.434, H36 1.093
23 C 1.8112 1.5916 -2.2552  C22 1.434, C24 1.426, C28 1.428
24 C 1.6755 2.0429 -3.6014  C23 1.426, C25 1.390, H37 1.093
25 C 2.7652 2.0864 -4.4634  C24 1.390, C26 1.405, H38 1.092
26 C 4.0385 1.6895 -4.0208  C25 1.405, C27 1.402, H39 1.091
27 C 4.2033 1.2549 -2.6977  C26 1.402, C28 1.394, H40 1.091
28 C 3.1154 1.1989 -1.8274  C23 1.428, C27 1.394, H41 1.090
29 H -1.3593 1.3329 0.4283  C14 1.093
30 H -2.3865 1.1056 2.6053  C16 1.094
31 H -2.2597 0.5169 5.0177  C17 1.092
32 H -0.0897 -0.1838 6.0266  C18 1.091
33 H 1.9626 -0.2635 4.6133  C19 1.091
34 H 1.8547 0.2991 2.2135  C20 1.090
35 H 1.7222 1.0992 0.4176  C21 1.090
36 H -0.2882 1.8336 -1.8041  C22 1.093
37 H 0.6891 2.3637 -3.9473  C24 1.093
38 H 2.6354 2.4323 -5.4911  C25 1.092
39 H 4.8913 1.7224 -4.7001  C26 1.091
40 H 5.1927 0.9559 -2.3471  C27 1.091
41 H 3.2645 0.8486 -0.8057  C28 1.090

Its charge is +1. As for the total energy: -21977.5894 eV. The value obtained for the gap between HOMO and LUMO is 4.66 eV.

Record 2
Molecular formula: C53H147N15O14
Method: DFT, ωB97M-V/def2-TZVPD

Last columns: bonded neighbours and bond lengths (Å).
CARTESIAN COORDINATES (ANGSTROEM)
1 C -3.5916 4.5622 -1.0670  C2 1.518, H7 1.062, H8 1.173, H9 1.145
2 C -3.8487 4.4007 -2.5542  C1 1.518, C3 1.569, N6 1.466, H10 1.081
3 C -2.5538 3.7451 -3.1511  C2 1.569, O4 1.380, H11 1.108, H12 1.099
4 O -2.4783 3.7242 -4.5286  C3 1.380, C5 1.378
5 C -1.3875 3.0024 -4.9609  O4 1.378, H13 1.109, H14 1.086, H15 1.113
6 N -5.0717 3.6190 -2.7579  C2 1.466, H16 1.023, H17 1.007
7 H -3.1143 5.4795 -0.8247  C1 1.062
8 H -2.8052 3.8076 -0.6327  C1 1.173
9 H -4.5711 4.5648 -0.4741  C1 1.145
10 H -4.0616 5.3671 -2.9896  C2 1.081
11 H -2.4553 2.7248 -2.7316  C3 1.108
12 H -1.7187 4.3905 -2.8438  C3 1.099
13 H -0.4478 3.5593 -5.1509  C5 1.109
14 H -1.5796 2.5136 -5.9116  C5 1.086
15 H -1.2215 2.1957 -4.2120  C5 1.113
16 H -5.3029 3.4189 -3.7344  N6 1.023
17 H -5.0229 2.7327 -2.2828  N6 1.007
18 C -1.8215 2.9530 4.7726  C19 1.540, H24 1.103, H25 1.065, H26 1.091
19 C -2.9530 3.5339 3.9043  C18 1.540, C20 1.494, N23 1.503, H27 1.098
20 C -2.5732 4.8478 3.3019  C19 1.494, O21 1.395, H28 1.112, H29 1.051
21 O -3.5355 5.3273 2.4131  C20 1.395, C22 1.395
22 C -3.1931 6.6248 2.0317  O21 1.395, H30 1.093, H31 1.103, H32 1.074
23 N -3.3685 2.5514 2.8454  C19 1.503, H33 0.994, H34 1.042
24 H -0.8356 2.8576 4.2883  C18 1.103
25 H -2.0849 1.9801 5.1163  C18 1.065
26 H -1.6571 3.5947 5.6393  C18 1.091
27 H -3.8385 3.6753 4.5381  C19 1.098
28 H -1.6948 4.6119 2.6623  C20 1.112
29 H -2.2163 5.5681 3.9792  C20 1.051
30 H -3.2491 7.3907 2.8088  C22 1.093
31 H -3.8570 6.9342 1.2066  C22 1.103
32 H -2.1904 6.6662 1.6495  C22 1.074
33 H -2.7682 2.7902 2.0900  N23 0.994
34 H -4.3608 2.7530 2.5987  N23 1.042
35 C -1.2044 1.4045 0.1519  C36 1.512, H41 1.078, H42 1.061, H43 1.102
36 C -0.3058 0.3478 0.7540  C35 1.512, C37 1.527, N40 1.486, H44 1.092
37 C -0.0951 -0.7855 -0.2483  C36 1.527, O38 1.420, H45 1.066, H46 1.123
38 O -1.1936 -1.6846 -0.2246  C37 1.420, C39 1.431
39 C -1.2599 -2.4060 -1.4582  O38 1.431, H47 1.117, H48 1.068, H49 1.069
40 N 0.9294 1.0338 1.2129  C36 1.486, H50 1.013, H51 1.009
41 H -1.6024 2.0931 0.8790  C35 1.078
42 H -2.0844 1.0405 -0.3164  C35 1.061
43 H -0.6187 2.0033 -0.5637  C35 1.102
44 H -0.7668 -0.0457 1.6623  C36 1.092
45 H 0.7803 -1.3363 0.0103  C37 1.066
46 H -0.0137 -0.3795 -1.2919  C37 1.123
47 H -2.2638 -2.8886 -1.5457  C39 1.117
48 H -0.4924 -3.1458 -1.4004  C39 1.068
49 H -1.0664 -1.7955 -2.3145  C39 1.069
50 H 1.4906 1.1986 0.3858  N40 1.013
51 H 1.4465 0.3864 1.7893  N40 1.009
52 C -5.6264 -5.2573 2.4546  C53 1.472, H58 1.093, H59 1.089, H60 1.119
53 C -4.7978 -5.0681 1.2522  C52 1.472, C54 1.543, N57 1.478, H61 1.032
54 C -4.3188 -3.6048 1.1456  C53 1.543, O55 1.375, H62 1.071, H63 1.118
55 O -5.3501 -2.7011 1.2503  C54 1.375, C56 1.394
56 C -5.5720 -2.0123 0.0586  O55 1.394, H64 1.121, H65 1.128, H66 1.103
57 N -3.5590 -5.8704 1.3292  C53 1.478, H67 1.013, H68 1.061
58 H -6.5774 -4.7224 2.3930  C52 1.093
59 H -5.2938 -4.8937 3.4257  C52 1.089
60 H -5.9102 -6.3263 2.6268  C52 1.119
61 H -5.4489 -5.2406 0.4699  C53 1.032
62 H -3.7392 -3.4927 0.2523  C54 1.071
63 H -3.6906 -3.4720 2.0607  C54 1.118
64 H -5.5628 -2.6384 -0.8716  C56 1.121
65 H -4.8019 -1.2110 -0.1346  C56 1.128
66 H -6.5592 -1.5258 0.1275  C56 1.103
67 H -3.0586 -5.8138 0.4499  N57 1.013
68 H -3.8887 -6.8545 1.5478  N57 1.061
69 C 0.6191 -3.4510 -4.4178  C70 1.514, H75 1.095, H76 1.077, H77 1.081
70 C 1.6985 -4.3398 -4.9974  C69 1.514, C71 1.482, N74 1.460, H78 1.079
71 C 3.0508 -4.2145 -4.4041  C70 1.482, O72 1.488, H79 1.081, H80 1.096
72 O 3.5670 -2.8345 -4.6150  C71 1.488, C73 1.421
73 C 4.1306 -2.7163 -5.9146  O72 1.421, H81 1.092, H82 1.086, H83 1.035
74 N 1.2677 -5.7216 -4.8028  C70 1.460, H84 0.972, H85 0.992
75 H 0.2750 -3.8238 -3.4474  C69 1.095
76 H -0.2616 -3.3862 -5.0336  C69 1.077
77 H 0.9910 -2.4502 -4.2467  C69 1.081
78 H 1.6657 -4.0857 -6.0456  C70 1.079
79 H 3.8377 -4.7944 -4.8667  C71 1.081
80 H 3.0206 -4.3693 -3.3194  C71 1.096
81 H 4.9646 -3.4103 -6.0373  C73 1.092
82 H 4.5311 -1.7090 -5.9784  C73 1.086
83 H 3.4344 -2.8941 -6.6602  C73 1.035
84 H 1.1436 -5.8542 -3.8480  N74 0.972
85 H 1.8720 -6.4245 -5.1550  N74 0.992
86 C -1.5857 -7.4255 -3.7173  C87 1.486, H92 1.086, H93 1.062, H94 1.095
87 C -1.9861 -6.0674 -3.2649  C86 1.486, C88 1.552, N91 1.469, H95 1.082
88 C -2.8251 -5.3396 -4.3484  C87 1.552, O89 1.418, H96 1.146, H97 1.125
89 O -4.0517 -6.0168 -4.5660  C88 1.418, C90 1.362
90 C -5.0113 -5.3745 -5.2886  O89 1.362, H98 1.134, H99 1.088, H100 1.098
91 N -2.6945 -6.1446 -1.9808  C87 1.469, H101 1.049, H102 1.019
92 H -1.0897 -7.3102 -4.6764  C86 1.086
93 H -2.4355 -8.0475 -3.8524  C86 1.062
94 H -0.9221 -7.9066 -2.9916  C86 1.095
95 H -1.1641 -5.3763 -3.1355  C87 1.082
96 H -2.2864 -5.1578 -5.3434  C88 1.146
97 H -3.1218 -4.3130 -3.9954  C88 1.125
98 H -4.5090 -4.9829 -6.2271  C90 1.134
99 H -5.4408 -4.5651 -4.7027  C90 1.088
100 H -5.7709 -6.1190 -5.5616  C90 1.098
101 H -3.0168 -5.2269 -1.5879  N91 1.049
102 H -3.5913 -6.5757 -2.1983  N91 1.019
103 C 3.0841 2.2700 -6.8951  C104 1.549, H109 1.063, H110 1.076, H111 1.073
104 C 3.1577 2.5725 -5.3775  C103 1.549, C105 1.496, N108 1.476, H112 1.075
105 C 2.5583 1.4271 -4.6238  C104 1.496, O106 1.426, H113 1.095, H114 1.084
106 O 1.3011 1.1524 -5.2389  C105 1.426, C107 1.402
107 C 0.8635 -0.1764 -5.1524  O106 1.402, H115 1.056, H116 1.077, H117 1.114
108 N 4.5185 2.8153 -4.8599  C104 1.476, H118 1.055, H119 1.028
109 H 2.0752 2.3018 -7.2273  C103 1.063
110 H 3.4453 1.2682 -7.0481  C103 1.076
111 H 3.5054 2.9713 -7.5888  C103 1.073
112 H 2.5664 3.4551 -5.2139  C104 1.075
113 H 2.3605 1.6746 -3.5761  C105 1.095
114 H 3.2268 0.5897 -4.7846  C105 1.084
115 H 1.6408 -0.8736 -4.9950  C107 1.056
116 H 0.3905 -0.4648 -6.0758  C107 1.077
117 H 0.0960 -0.2561 -4.3487  C107 1.114
118 H 5.0964 3.5878 -5.2865  N108 1.055
119 H 4.3928 3.0978 -3.8797  N108 1.028
120 C 0.2832 6.4771 5.5347  C121 1.516, H126 1.130, H127 1.063, H128 1.071
121 C 1.5253 6.8771 4.7634  C120 1.516, C122 1.520, N125 1.490, H129 1.138
122 C 2.4724 5.6983 4.6070  C121 1.520, O123 1.409, H130 1.079, H131 1.040
123 O 1.7092 4.6924 3.9812  C122 1.409, C124 1.436
124 C 2.5058 3.5319 3.6965  O123 1.436, H132 1.076, H133 1.063, H134 1.080
125 N 1.2753 7.5040 3.4346  C121 1.490, H135 1.029, H136 0.965
126 H 0.4224 5.9003 6.4961  C120 1.130
127 H -0.3510 5.8152 4.9957  C120 1.063
128 H -0.3485 7.3097 5.7664  C120 1.071
129 H 1.9327 7.7639 5.3484  C121 1.138
130 H 2.7893 5.3863 5.5900  C122 1.079
131 H 3.3437 5.9688 4.1081  C122 1.040
132 H 3.4419 3.7220 3.2003  C124 1.076
133 H 1.8690 2.9776 3.0505  C124 1.063
134 H 2.5886 3.0482 4.6581  C124 1.080
135 H 0.6406 6.8116 3.0136  N125 1.029
136 H 0.6733 8.2408 3.5939  N125 0.965
137 C 1.4763 4.2691 -1.5243  C138 1.536, H143 1.075, H144 1.117, H145 1.090
138 C 1.7996 4.5602 -0.0513  C137 1.536, C139 1.533, N142 1.477, H146 1.067
139 C 2.3152 5.9908 0.1434  C138 1.533, O140 1.440, H147 1.066, H148 1.093
140 O 3.6529 6.0906 -0.3809  C139 1.440, C141 1.350
141 C 4.4008 7.1067 0.0981  O140 1.350, H149 1.046, H150 1.088, H151 1.060
142 N 0.6472 4.2330 0.8127  C138 1.477, H152 1.034, H153 1.007
143 H 1.5602 3.2179 -1.7338  C137 1.075
144 H 2.1758 4.8904 -2.1349  C137 1.117
145 H 0.4400 4.5772 -1.6605  C137 1.090
146 H 2.6880 4.0160 0.1796  C138 1.067
147 H 2.3130 6.2535 1.1764  C139 1.066
148 H 1.7858 6.8033 -0.3604  C139 1.093
149 H 5.2739 7.0660 -0.4762  C141 1.046
150 H 4.7179 7.0256 1.1355  C141 1.088
151 H 4.0398 8.0890 -0.0728  C141 1.060
152 H 0.7209 4.5402 1.7974  N142 1.034
153 H 0.5717 3.2301 0.8514  N142 1.007
154 C -5.8751 0.9391 5.4814  C155 1.539, H160 1.152, H161 1.082, H162 1.093
155 C -5.8795 -0.0134 4.2729  C154 1.539, C156 1.563, N159 1.401, H163 1.082
156 C -6.7760 0.4563 3.0816  C155 1.563, O157 1.401, H164 1.100, H165 1.160
157 O -6.6261 1.7816 2.6516  C156 1.401, C158 1.430
158 C -6.9237 1.9200 1.2595  O157 1.430, H166 1.071, H167 1.113, H168 1.122
159 N -4.5248 -0.1988 3.9665  C155 1.401, H169 1.012, H170 1.021
160 H -5.2467 1.8036 5.0503  C154 1.152
161 H -5.3368 0.4940 6.3071  C154 1.082
162 H -6.8137 1.3932 5.8100  C154 1.093
163 H -6.3273 -0.9675 4.5154  C155 1.082
164 H -7.8549 0.2685 3.1839  C156 1.100
165 H -6.4060 -0.2059 2.2045  C156 1.160
166 H -7.1602 2.9592 1.1521  C158 1.071
167 H -7.7503 1.1978 1.0740  C158 1.113
168 H -6.0705 1.6686 0.5753  C158 1.122
169 H -4.0190 0.6604 3.7918  N159 1.012
170 H -4.4046 -0.7108 3.0914  N159 1.021
171 C -1.8062 -2.6377 4.9327  C172 1.514, H177 1.104, H178 1.104, H179 1.112
172 C -0.8886 -2.8296 3.7444  C171 1.514, C173 1.474, N176 1.501, H180 1.113
173 C 0.4523 -2.2563 3.9605  C172 1.474, O174 1.471, H181 1.086, H182 1.113
174 O 0.2324 -0.8018 3.9758  C173 1.471, C175 1.376
175 C 1.3896 -0.1305 4.2998  O174 1.376, H183 1.094, H184 1.099, H185 1.105
176 N -0.7226 -4.2657 3.3409  C172 1.501, H186 1.016, H187 1.020
177 H -2.2980 -1.6492 4.9498  C171 1.104
178 H -1.3095 -2.7668 5.9100  C171 1.104
179 H -2.6391 -3.3643 4.8101  C171 1.112
180 H -1.3217 -2.3276 2.8505  C172 1.113
181 H 1.1651 -2.6399 3.2365  C173 1.086
182 H 0.8845 -2.5771 4.9343  C173 1.113
183 H 2.2103 -0.4716 3.6617  C175 1.094
184 H 1.7184 -0.3461 5.3259  C175 1.099
185 H 1.2780 0.9587 4.1470  C175 1.105
186 H -0.2296 -4.7429 4.0908  N176 1.016
187 H -1.6016 -4.7479 3.1520  N176 1.020
188 C 4.5340 1.4149 0.3861  C189 1.489, H194 1.090, H195 1.077, H196 1.068
189 C 5.8504 1.0551 0.9826  C188 1.489, C190 1.531, N193 1.479, H197 1.106
190 C 5.7581 0.3376 2.3320  C189 1.531, O191 1.376, H198 1.090, H199 1.114
191 O 5.9419 1.2592 3.3366  C190 1.376, C192 1.430
192 C 5.6001 0.7035 4.6092  O191 1.430, H200 1.085, H201 1.071, H202 1.067
193 N 6.7275 0.3647 0.0128  C189 1.479, H203 1.055, H204 0.993
194 H 4.6774 2.0410 -0.4946  C188 1.090
195 H 3.9797 2.0625 1.0439  C188 1.077
196 H 3.9806 0.5975 -0.0223  C188 1.068
197 H 6.3369 2.0172 1.2293  C189 1.106
198 H 6.5242 -0.4276 2.4534  C190 1.090
199 H 4.8326 -0.2779 2.4021  C190 1.114
200 H 5.9963 -0.3055 4.6617  C192 1.085
201 H 4.5367 0.6564 4.7264  C192 1.071
202 H 6.1229 1.3397 5.2880  C192 1.067
203 H 6.4647 0.4002 -1.0082  N193 1.055
204 H 7.6659 0.6881 0.0203  N193 0.993
205 C 6.8278 -5.3659 -1.0297  C206 1.545, H211 1.106, H212 1.090, H213 1.059
206 C 6.3134 -3.9283 -0.7923  C205 1.545, C207 1.483, N210 1.477, H214 1.086
207 C 4.8348 -3.9238 -0.6792  C206 1.483, O208 1.441, H215 1.079, H216 1.103
208 O 4.2754 -2.6300 -0.3797  C207 1.441, C209 1.418
209 C 3.9172 -1.9472 -1.5695  O208 1.418, H217 1.064, H218 1.107, H219 1.104
210 N 6.8540 -3.3782 0.4678  C206 1.477, H220 0.994, H221 1.028
211 H 6.5253 -5.8137 -1.9951  C205 1.106
212 H 6.5542 -6.1196 -0.2912  C205 1.090
213 H 7.8858 -5.4127 -1.0324  C205 1.059
214 H 6.6516 -3.3797 -1.6659  C206 1.086
215 H 4.6874 -4.4632 0.2441  C207 1.079
216 H 4.1604 -4.3572 -1.4368  C207 1.103
217 H 4.7427 -1.6075 -2.1488  C209 1.064
218 H 3.2570 -1.0983 -1.3072  C209 1.107
219 H 3.2676 -2.6123 -2.1643  C209 1.104
220 H 7.8418 -3.2715 0.4356  N210 0.994
221 H 6.5434 -2.4115 0.6320  N210 1.028
222 C 0.9882 -4.9548 -0.3513  O223 1.266, N224 1.401, N225 1.367
223 O 1.4020 -5.0569 -1.5428  C222 1.266
224 N -0.3516 -5.2100 -0.0312  C222 1.401, H226 1.035, H227 1.030
225 N 1.6701 -4.3627 0.6745  C222 1.367, H228 0.996, H229 1.011
226 H -0.5550 -5.2324 0.9835  N224 1.035
227 H -0.9095 -5.8808 -0.5779  N224 1.030
228 H 1.4607 -4.5032 1.6381  N225 0.996
229 H 2.6758 -4.3269 0.5733  N225 1.011

As for the total energy: -108352.8855 eV. The value obtained for the gap between HOMO and LUMO is 8.98 eV.

Record 3
Molecular formula: C2H10N2O2
Method: DFT, ωB97M-V/def2-TZVPD

Last columns: bonded neighbours and bond lengths (Å).
CARTESIAN COORDINATES (ANGSTROEM)
1 C 0.2855 0.5490 0.9005  C2 1.334, N4 1.420, H5 1.086
2 C -0.5427 1.5397 0.5643  C1 1.334, N3 1.424, H6 1.088
3 N -0.3800 2.4169 -0.5457  C2 1.424, H7 1.009, H8 1.018
4 N 0.0086 -0.5112 1.8041  C1 1.420, H9 1.027, H10 1.024
5 H 1.0916 0.2314 0.2460  C1 1.086
6 H -1.3924 1.6902 1.2272  C2 1.088
7 H -1.3110 2.7294 -0.7765  N3 1.009
8 H 0.1093 1.8455 -1.2322  N3 1.018
9 H 0.5953 -0.8781 2.5624  N4 1.027
10 H -0.8069 -0.3695 2.4068  N4 1.024
11 H 0.2650 -1.1122 -1.7933  O13 0.969
12 H 1.0975 -0.5800 -2.9757  O13 0.959
13 O 0.4270 -0.3276 -2.3386  H11 0.969, H12 0.959
14 H 0.0638 -1.8064 0.4047  O16 0.999
15 H 0.4944 -3.0742 -0.0182  O16 0.979
16 O -0.0050 -2.3429 -0.4357  H14 0.999, H15 0.979

Its charge is -1. As for the total energy: -9309.3968 eV. As for the spin multiplicity: 2. The value obtained for the gap between HOMO and LUMO (spin up / spin down) is 2.79 / 7.83 eV. As for the expectation value of S²: 0.7504.